Record 1
ORCA calculation (ωB97M-V with the def2-TZVPD basis set) on 10 unconnected molecules or ions with the total composition C42H62N6O12S4 at a distorted geometry.

Structure (XYZ):
```
126
Properties=species:S:1:pos:R:3
C 15.9749 26.0906 12.0342
C 15.5980 26.1947 13.4759
O 14.2650 25.7174 13.6348
S 13.9618 24.2350 14.3738
C 14.5597 24.6258 16.0843
O 12.4899 24.0693 14.3849
O 14.8726 23.2252 13.8707
H 15.1020 26.2741 11.4077
H 16.2412 25.0758 11.7390
H 16.7760 26.7803 11.7683
H 16.3900 25.7343 14.0666
H 15.5975 27.2502 13.7479
H 14.4267 25.7013 16.2014
H 15.5955 24.3154 16.2214
H 13.9588 24.0681 16.8026
C 10.4707 13.2694 14.9743
C 11.4780 13.2183 16.1432
O 12.2179 12.0244 15.9998
S 13.6648 11.9904 16.8204
C 14.6222 12.8773 15.5256
O 13.5735 12.8752 17.9901
O 14.1200 10.6026 16.8541
H 10.8882 13.4089 13.9772
H 9.7693 14.0889 15.1311
H 9.9127 12.3348 14.9159
H 12.1466 14.0789 16.1615
H 10.9929 13.3305 17.1127
H 14.8391 13.8204 16.0272
H 13.9857 12.9010 14.6411
H 15.5313 12.3538 15.2296
C 14.6106 19.8175 13.5812
C 13.9280 18.6110 14.3257
O 13.9761 17.5324 13.4676
S 13.2489 16.1118 13.8965
C 11.5435 16.5206 13.3952
O 13.8329 15.0454 13.0758
O 13.2925 15.9755 15.3354
H 14.2793 19.9628 12.5530
H 15.6566 19.5136 13.5411
H 14.6291 20.7952 14.0627
H 14.4879 18.3733 15.2302
H 12.9277 18.9393 14.6079
H 11.4491 17.5942 13.5578
H 10.8338 15.8751 13.9127
H 11.5111 16.2964 12.3290
C 15.6982 17.5068 8.7133
C 14.8097 18.4679 9.4803
O 15.5520 19.3351 10.3457
S 16.3970 20.6805 9.8223
C 15.4971 22.0189 10.6873
O 17.7585 20.6708 10.3671
O 16.2688 20.8379 8.3988
H 16.4896 18.0305 8.1772
H 14.9440 17.1672 8.0034
H 16.2027 16.6700 9.1965
H 14.2518 19.0647 8.7586
H 14.1180 17.9020 10.1042
H 14.5764 22.3582 10.2128
H 16.1784 22.8688 10.7287
H 15.3946 21.7082 11.7270
C 12.2717 13.6982 10.1680
C 11.4872 12.9453 9.2609
C 10.8719 13.6524 8.2469
N 10.9832 14.9549 8.0523
C 11.7704 15.6523 8.9511
C 12.4140 15.0636 10.0640
H 12.7584 13.1994 10.9931
H 11.3796 11.8711 9.2908
H 10.2394 13.1592 7.5237
H 11.8194 16.6795 8.6212
H 13.0724 15.5849 10.7431
C 15.5807 11.2540 9.4997
C 15.4334 10.0800 10.3912
C 15.2891 10.3440 11.7543
N 15.1822 11.5952 12.2958
C 15.4007 12.6187 11.3728
C 15.5608 12.5253 10.0059
H 15.5952 11.2347 8.4199
H 15.5206 9.0834 9.9843
H 15.1328 9.3980 12.2513
H 15.2513 13.6223 11.7427
H 15.5932 13.4535 9.4548
C 9.4370 16.3762 16.9844
C 8.6042 17.2057 16.2184
C 9.0976 18.4470 15.8561
N 10.3020 18.9273 16.2859
C 11.0231 18.1230 17.0854
C 10.6358 16.8563 17.4658
H 9.0533 15.3976 17.2326
H 7.6457 16.8318 15.8900
H 8.4507 19.0259 15.2137
H 11.9355 18.6017 17.4092
H 11.3023 16.2622 18.0735
C 7.7468 16.7549 12.1133
C 6.8338 16.1642 12.9969
C 6.9927 14.7903 13.2559
N 8.0239 14.1062 12.6033
C 8.8627 14.6997 11.7604
C 8.8062 16.0438 11.5361
H 7.6110 17.7920 11.8443
H 6.1087 16.8134 13.4649
H 6.3676 14.2720 13.9680
H 9.6830 14.1630 11.3072
H 9.4516 16.4964 10.7977
C 17.3596 15.2259 15.2196
C 17.0258 15.7379 13.9444
C 17.1858 17.0725 13.6672
N 17.7288 17.9950 14.5278
C 17.9038 17.5240 15.7699
C 17.8030 16.1896 16.1886
H 17.2761 14.1654 15.4057
H 16.7004 15.0564 13.1724
H 17.0006 17.4010 12.6552
H 18.3261 18.1948 16.5034
H 18.0695 15.8745 17.1866
C 14.3527 17.4178 19.7630
C 14.5667 16.3533 18.8880
C 15.0708 15.2114 19.4686
N 15.3623 15.0676 20.7598
C 15.1736 16.1890 21.5630
C 14.5871 17.3547 21.1522
H 13.9166 18.3402 19.4090
H 14.3360 16.3821 17.8333
H 15.3267 14.3944 18.8102
H 15.5111 15.9982 22.5711
H 14.4833 18.2595 21.7326
```

As for the SMILES: CCOS(C)(=O)=O.CCOS(C)(=O)=O.CCOS(C)(=O)=O.CCOS(C)(=O)=O.c1ccncc1.c1ccncc1.c1ccncc1.c1ccncc1.c1ccncc1.c1ccncc1. As for the lowest unoccupied orbital energy: 0.24 eV. Its net charge is 0. Its molar mass is 971.26 g mol⁻¹. The calculation puts the calculated total energy at -121405.1368 eV.

=====

Record 2
ORCA calculation (ωB97M-V with the def2-TZVPD basis set) on a molecular structure, C30H34N3O7PSe4Zr.

Structure (XYZ):
```
80
Properties=species:S:1:pos:R:3
Zr -0.3150 -2.0477 0.6524
O -1.8554 -3.9929 -3.2113
C -2.7397 -3.0653 -3.6078
C -3.3470 -3.2580 -4.8524
C -4.2730 -2.3542 -5.3279
C -4.6183 -1.2336 -4.5747
C -4.0197 -1.0394 -3.3458
C -3.0800 -1.9390 -2.8400
C -2.4566 -1.6938 -1.5165
O -1.5188 -2.5082 -1.1314
N -2.8740 -0.6899 -0.8109
N -2.1891 -0.6261 0.4012
C -2.6799 0.2498 1.1983
C -2.2432 0.5121 2.5496
C -2.8936 1.4986 3.2981
C -2.5604 1.7345 4.6160
C -1.5546 0.9616 5.2058
C -0.8911 -0.0097 4.4881
C -1.2162 -0.2492 3.1398
O -0.5804 -1.1587 2.4660
H -1.4918 -3.6949 -2.3474
H -3.0551 -4.1282 -5.4255
H -4.7270 -2.5178 -6.2984
H -5.3399 -0.5194 -4.9498
H -4.2606 -0.1778 -2.7383
H -3.5262 0.8269 0.8256
H -3.6789 2.0755 2.8202
H -3.0696 2.5021 5.1842
H -1.2864 1.1332 6.2423
H -0.1072 -0.6132 4.9269
Se -2.2305 -3.9035 1.6113
Se -0.7507 -4.2972 3.3874
Se 1.1916 -4.3135 2.0560
Se 2.2072 -2.2353 1.9397
O 3.3235 -3.2923 -5.5856
C 3.0769 -4.2169 -4.7902
O 3.3346 -5.4352 -4.8624
C 2.3437 -3.7865 -3.4919
C 1.9425 -4.7263 -2.5554
C 1.3072 -4.3194 -1.3950
N 1.0630 -3.0372 -1.1161
C 1.4264 -2.1249 -2.0329
C 2.0624 -2.4529 -3.2143
C 1.0856 -0.6938 -1.6977
O 1.3973 0.2285 -2.4226
O 0.4518 -0.5564 -0.5611
H 2.1426 -5.7705 -2.7523
H 0.9799 -5.0382 -0.6553
H 2.3374 -1.6812 -3.9184
C 2.6892 2.3502 3.6492
C 1.7290 3.1490 2.7663
C 0.5278 3.6069 3.5942
P 1.1501 2.0540 1.3727
C 2.6134 2.0187 0.2066
C 3.4019 0.7204 0.3948
C 3.5717 3.2101 0.2270
C -0.0728 3.1705 0.5029
C 0.3547 4.5998 0.1741
C -0.6099 2.4833 -0.7543
H 3.0029 2.9450 4.5133
H 3.5852 2.0437 3.1087
H 2.2021 1.4431 4.0157
H 2.2518 4.0301 2.3817
H -0.1024 2.7564 3.8675
H -0.0952 4.3223 3.0552
H 0.8634 4.0865 4.5195
H 2.1454 1.9512 -0.7807
H 3.9081 0.6911 1.3632
H 4.1619 0.6219 -0.3850
H 2.7464 -0.1474 0.3384
H 4.1234 3.2546 1.1701
H 3.0727 4.1677 0.0902
H 4.3105 3.0986 -0.5723
H -0.8970 3.2145 1.2254
H 1.0791 4.6054 -0.6415
H 0.7946 5.1209 1.0268
H -0.5110 5.1800 -0.1625
H 0.1590 2.3864 -1.5227
H -1.4350 3.0660 -1.1762
H -0.9648 1.4746 -0.5482
```

As for the lowest unoccupied orbital energy: 3.98 eV. The calculation puts the energy above the lowest of the compared OMol25 structures with the same formula, charge and spin at 3.0 kcal per mole. Its net charge is -2. Its molar mass is 986.65 g mol⁻¹. The calculation puts the calculated total energy at -322430.2102 eV.

=====

Record 3
ORCA calculation (ωB97M-V with the def2-TZVPD basis set) on a single C5H6N2S molecule at a distorted geometry.

Structure (XYZ):
```
14
Properties=species:S:1:pos:R:3
C 1.0137 -0.7353 -0.9659
C -0.0454 -1.1073 -1.7138
C 0.4770 -0.0044 0.2384
C 1.2866 0.9718 1.0322
C -2.0182 0.4490 0.5705
N -1.2480 -0.7984 -1.1616
N -1.0409 -0.0513 -0.1256
S 1.0584 -0.5784 1.9145
H 2.0600 -0.7561 -1.0792
H -0.0274 -1.6873 -2.6298
H 2.3034 1.1615 0.7242
H 0.8899 1.8631 1.3980
H -3.0569 0.3931 0.3057
H -1.6522 0.8801 1.4922
```

As for the lowest unoccupied orbital energy (alpha / beta): -0.09 / -0.09 eV. The calculation puts the energy above the lowest of the compared OMol25 structures with the same formula, charge and spin at 93.8 kcal per mole. Its net charge is 0. Its molar mass is 126.18 g mol⁻¹. The calculation puts the calculated total energy at -19093.9420 eV.

=====

Record 4
ORCA calculation (ωB97M-V with the def2-TZVPD basis set) on a single C5H11NO molecule.

Structure (XYZ):
```
18
Properties=species:S:1:pos:R:3
C 0.6658 -1.3314 -1.4548
C 0.8964 -0.9653 0.0082
C -0.2726 -0.1865 0.6246
C -0.0576 0.0560 2.1185
N -0.3219 1.1168 0.0073
C -1.1352 1.4741 -0.8829
O -1.0277 2.7270 -1.3626
H -0.2357 -1.9455 -1.5687
H 0.5394 -0.4350 -2.0724
H 1.5076 -1.9003 -1.8615
H 1.0649 -1.8720 0.6023
H 1.7988 -0.3459 0.1025
H -1.2032 -0.7615 0.4661
H 0.0427 -0.8820 2.6731
H 0.8535 0.6502 2.2568
H -0.8912 0.6273 2.5404
H -1.9512 0.9169 -1.3583
H -0.2729 3.0571 -0.8386
```

As for the SMILES: CC[C@@H](C)/N=C/O. As for the lowest unoccupied orbital energy: 1.14 eV. The calculation puts the energy above the lowest of the compared OMol25 structures with the same formula, charge and spin at 19.1 kcal per mole. Its net charge is 0. Its molar mass is 101.15 g mol⁻¹. The calculation puts the calculated total energy at -8900.8708 eV.